a:
{
  "formula": "C3H11N2S",
  "method": "the ωB97M-V functional and the def2-TZVPD basis",
  "symbols": ["C", "C", "S", "H", "H", "H", "H", "H", "H", "N", "C", "N", "H", "H", "H", "H", "H"],
  "coordinates": [[1.636, 1.142, 2.824], [0.466, 1.217, 1.805], [1.077, 0.962, 0.117], [2.353, 1.863, 2.606], [2.016, 0.120, 2.793], [1.284, 1.266, 3.979], [-0.190, 0.372, 2.058], [-0.024, 2.202, 1.905], [1.260, 2.274, -0.283], [-0.554, -0.397, -2.164], [-0.953, -1.697, -2.047], [-2.153, -2.082, -2.351], [-1.345, 0.202, -2.249], [0.417, -0.272, -2.259], [-0.122, -2.461, -1.717], [-2.242, -3.095, -2.210], [-2.927, -1.616, -2.808]],
  "nbo_charge": [-0.604, -0.517, -0.120, 0.213, 0.209, 0.219, 0.219, 0.233, 0.156, -0.700, 0.391, -0.714, 0.426, 0.450, 0.253, 0.437, 0.450],
  "total_charge": 1
}



b:
{
  "formula": "C3H11N2S",
  "method": "the ωB97M-V functional and the def2-TZVPD basis",
  "symbols": ["C", "C", "C", "N", "N", "S", "H", "H", "H", "H", "H", "H", "H", "H", "H", "H", "H"],
  "coordinates": [[-1.146, -2.344, 0.195], [2.024, 2.025, 0.157], [-1.208, 0.083, -0.257], [-1.810, -1.035, 0.061], [1.990, 0.575, -0.079], [-2.030, 1.564, -0.504], [-1.434, -3.062, -0.602], [-0.028, -2.313, 0.249], [-1.294, -2.901, 1.203], [2.799, 2.499, -0.431], [1.092, 2.372, -0.048], [2.295, 2.173, 1.195], [-0.031, 0.115, -0.291], [-2.916, -1.014, 0.117], [2.061, 0.331, -1.135], [2.784, 0.060, 0.181], [-3.149, 0.873, -0.010]],
  "nbo_charge": [-0.464, -0.401, 0.006, -0.483, -0.865, 0.261, 0.246, 0.253, 0.255, 0.197, 0.175, 0.212, 0.314, 0.432, 0.355, 0.376, 0.131],
  "total_charge": 1
}



It is a that is the most stable of them.



a:
{
  "formula": "C3H11N2S",
  "method": "the ωB97M-V functional and the def2-TZVPD basis",
  "symbols": ["N", "C", "C", "S", "C", "N", "H", "H", "H", "H", "H", "H", "H", "H", "H", "H", "H"],
  "coordinates": [[0.338, -0.426, -1.546], [-0.018, 0.397, -0.329], [-1.582, 0.409, -0.212], [-2.314, 1.855, 0.583], [0.542, -0.254, 0.938], [1.818, -0.882, 0.627], [1.184, -0.971, -1.287], [-0.437, -1.007, -1.852], [0.679, 0.267, -2.212], [0.270, 1.440, -0.439], [-2.068, 0.338, -1.197], [-1.857, -0.591, 0.169], [-1.829, 1.857, 1.801], [-0.088, -1.053, 1.316], [0.627, 0.415, 1.802], [2.189, -1.625, 1.200], [2.546, -0.167, 0.637]],
  "nbo_charge": [-0.700, -0.086, -0.562, 0.050, -0.253, -0.876, 0.472, 0.445, 0.449, 0.242, 0.238, 0.224, 0.131, 0.215, 0.227, 0.407, 0.375],
  "total_charge": 1
}



b:
{
  "formula": "C3H11N2S",
  "method": "the ωB97M-V functional and the def2-TZVPD basis",
  "symbols": ["C", "C", "S", "H", "H", "H", "H", "H", "H", "N", "C", "N", "H", "H", "H", "H", "H"],
  "coordinates": [[1.153, 0.356, 2.592], [1.402, 0.205, 1.095], [0.756, 1.778, 0.303], [0.075, 0.271, 2.761], [1.601, 1.246, 3.031], [1.567, -0.365, 3.315], [2.466, 0.159, 0.870], [0.927, -0.661, 0.668], [1.679, 1.939, -0.628], [-1.825, 0.301, -1.120], [-1.058, -0.661, -1.547], [-1.420, -1.520, -2.469], [-2.502, 0.734, -1.745], [-1.545, 1.004, -0.433], [-0.300, -0.977, -0.842], [-0.740, -2.206, -2.786], [-2.237, -1.603, -3.065]],
  "nbo_charge": [-0.648, -0.468, -0.105, 0.209, 0.239, 0.243, 0.235, 0.176, 0.147, -0.698, 0.404, -0.713, 0.417, 0.457, 0.233, 0.431, 0.441],
  "total_charge": 1
}



It is b that is the most stable of them.



a:
{
  "formula": "C2H4NO4S",
  "method": "the ωB97M-V functional and the def2-TZVPD basis",
  "symbols": ["C", "C", "N", "O", "O", "O", "O", "S", "H", "H", "H", "H"],
  "coordinates": [[-0.529, 0.779, 0.436], [0.060, -0.088, -0.639], [1.365, 0.162, -0.006], [-0.586, 2.176, -2.160], [0.956, 0.544, -3.045], [-1.396, -0.040, -2.872], [0.782, 0.850, 1.091], [-0.292, 0.768, -2.387], [-0.957, 1.858, 0.101], [-1.358, 0.522, 1.175], [-0.401, -1.024, -0.484], [1.640, -0.830, 0.386]],
  "nbo_charge": [-0.095, -0.377, -0.287, -1.008, -1.022, -1.030, -0.430, 2.394, 0.203, 0.156, 0.194, 0.301],
  "total_charge": -1
}



b:
{
  "formula": "C2H4NO4S",
  "method": "the ωB97M-V functional and the def2-TZVPD basis",
  "symbols": ["C", "C", "N", "O", "O", "O", "O", "S", "H", "H", "H", "H"],
  "coordinates": [[0.594, -1.594, 0.100], [-2.075, 0.912, -0.956], [0.685, -0.459, -0.014], [-3.955, 0.436, 0.871], [0.620, -2.731, 0.225], [3.765, 0.237, 1.038], [-0.949, 1.040, -1.518], [-2.457, 0.841, 0.724], [-2.854, 1.040, -1.611], [3.570, -0.701, 0.847], [2.904, 0.646, 0.649], [0.153, 0.332, -0.355]],
  "nbo_charge": [0.835, 0.064, -0.782, -1.041, -0.574, -0.956, -0.712, 0.634, 0.126, 0.467, 0.487, 0.451],
  "total_charge": -1
}



It is b that is the most stable of them.